# 1
{"formula": "C18H23N3O3S", "method": "ωB97M-V/def2-TZVPD", "species": ["N", "S", "O", "O", "C", "C", "C", "C", "C", "C", "H", "H", "C", "H", "H", "C", "N", "C", "O", "C", "N", "H", "C", "C", "C", "C", "C", "C", "C", "C", "H", "H", "H", "H", "H", "H", "H", "H", "H", "H", "H", "H", "H", "H", "H", "H", "H", "H"], "xyz": [[-2.23780, 1.81972, -2.83475], [-1.45036, 0.86959, -3.99168], [-2.33945, -0.20107, -4.33783], [-0.95258, 1.73417, -5.02105], [-0.10663, 0.24433, -3.01299], [0.99297, 1.04452, -2.77999], [1.99089, 0.59626, -1.93260], [1.87633, -0.64157, -1.30445], [0.77760, -1.44687, -1.58885], [-0.21675, -1.00725, -2.44543], [-1.08004, -1.60866, -2.68237], [0.69771, -2.41918, -1.12494], [2.89948, -1.10872, -0.30478], [2.50237, -1.97605, 0.22792], [3.80828, -1.42402, -0.82311], [3.28042, -0.01770, 0.70744], [2.12887, 0.67961, 1.22965], [1.90975, 1.98993, 0.97353], [2.69346, 2.67223, 0.34543], [0.63993, 2.58986, 1.58307], [-0.50388, 1.73443, 1.78271], [-0.29450, 0.97788, 2.42693], [-1.09862, 1.21065, 0.56714], [-2.32015, 0.34836, 0.91232], [-1.89530, -0.91276, 1.60752], [-1.55274, -2.03811, 0.86798], [-1.08672, -3.18086, 1.49365], [-0.95713, -3.21527, 2.87208], [-1.31122, -2.10557, 3.62040], [-1.77859, -0.96346, 2.99228], [-2.06705, -0.10486, 3.58230], [-1.22631, -2.13017, 4.69714], [-0.59241, -4.10610, 3.36163], [-0.82921, -4.05041, 0.90602], [-1.66321, -2.01417, -0.20561], [-2.98212, 0.93001, 1.55472], [-2.84127, 0.10863, -0.01507], [-0.39549, 0.61587, -0.03927], [-1.41567, 2.06233, -0.04090], [0.34242, 3.42200, 0.93885], [0.92371, 3.01202, 2.55372], [1.43265, 0.13302, 1.71235], [3.90525, 0.74659, 0.24119], [3.84032, -0.47036, 1.53279], [2.84325, 1.22784, -1.73989], [1.05564, 2.00566, -3.26351], [-3.21009, 1.56676, -2.76189], [-2.13600, 2.80091, -3.03980]], "atomic_forces_ev_per_a": [[0.386, -0.468, -0.476], [-0.463, 0.451, 0.337], [0.094, -0.085, 0.335], [0.244, 0.055, 0.312], [-0.346, 0.018, -0.360], [0.183, 0.105, -0.020], [-0.127, -0.058, -0.091], [-0.054, -0.170, -0.036], [0.095, 0.149, -0.075], [-0.095, -0.122, -0.055], [-0.089, -0.152, 0.032], [-0.019, -0.076, 0.060], [0.071, 0.172, 0.089], [0.033, -0.039, -0.050], [0.026, -0.095, 0.054], [0.185, -0.087, -0.098], [-0.023, -0.361, 0.191], [-0.346, -0.002, 0.235], [0.194, 0.345, -0.195], [-0.041, 0.159, 0.019], [0.099, -0.274, 0.230], [-0.094, 0.138, 0.034], [-0.196, 0.014, -0.095], [0.282, 0.149, -0.121], [-0.120, 0.060, -0.025], [-0.011, -0.018, 0.054], [0.037, -0.067, -0.060], [0.041, -0.070, 0.074], [0.056, -0.047, 0.102], [-0.017, -0.009, -0.010], [-0.041, 0.102, 0.050], [0.001, -0.006, 0.084], [0.019, -0.074, 0.038], [0.015, -0.079, -0.052], [-0.017, 0.001, -0.114], [-0.067, 0.021, -0.047], [-0.068, -0.019, -0.003], [-0.073, 0.075, -0.009], [0.024, -0.054, -0.026], [0.156, -0.037, 0.057], [0.058, 0.045, -0.135], [-0.072, 0.155, -0.051], [-0.010, -0.133, 0.101], [0.035, 0.079, -0.132], [0.067, 0.103, 0.057], [0.105, 0.167, -0.033], [-0.214, -0.174, -0.059], [0.096, 0.210, -0.118]], "e_tot_ev": -40487.9781, "e_above_lowest_ev": 1.486, "smiles": "NS(=O)(=O)c1ccc(CCNC(=O)CNCCc2ccccc2)cc1", "e_homo_ev": -8.92, "orbital_gap_ev": 9.459, "lumo_ev": 0.5}

# 2
{"formula": "C18H23N3O3S", "method": "ωB97M-V/def2-TZVPD", "species": ["C", "C", "C", "C", "C", "C", "C", "H", "O", "C", "C", "N", "N", "C", "S", "C", "H", "H", "C", "O", "N", "C", "H", "C", "C", "C", "C", "H", "H", "H", "H", "H", "H", "H", "H", "H", "O", "H", "H", "H", "C", "H", "H", "H", "H", "H", "H", "H"], "xyz": [[-1.27968, 2.59019, -0.65248], [-0.27229, 2.04590, -1.62627], [-0.55753, 1.57101, -2.81687], [0.34252, 1.21996, -3.90548], [1.63663, 1.18568, -3.71925], [2.03898, 1.88158, -2.41135], [1.00896, 2.38190, -1.50883], [1.49319, 2.52153, -0.48911], [3.55252, 1.81814, -2.17586], [3.88095, 2.10406, -0.82830], [3.54885, 1.29375, 0.26745], [3.22976, -0.04779, -0.00559], [2.44274, -0.60527, 1.09540], [2.60802, 0.60060, 2.09659], [2.02330, 0.50451, 3.57723], [0.82181, -0.69541, 3.42053], [0.20558, -0.96572, 4.36132], [1.43748, -1.61337, 3.18779], [-0.04789, -0.61338, 2.44675], [-0.24145, 0.72107, 1.92760], [-0.75953, -1.62544, 1.78496], [-0.81201, -2.70084, 2.40432], [-0.54445, -3.53973, 1.66674], [-2.28996, -3.02408, 2.94007], [-3.04813, -3.19062, 1.80309], [-3.18426, -1.66586, 1.27727], [-1.88650, -1.41751, 0.64898], [-1.34287, -2.07617, 0.05585], [-1.65694, -0.22441, 0.34020], [-3.51558, -0.85090, 1.99157], [-3.74309, -1.51791, 0.41462], [-3.05361, -3.85625, 0.91870], [-4.29384, -3.18396, 2.21493], [-2.59148, -2.56491, 3.62845], [-2.35141, -4.22669, 3.22707], [-0.01598, -2.97873, 3.35405], [3.16481, 1.50148, 1.41358], [4.91269, 2.25841, -0.79054], [3.72845, 3.20259, -0.49982], [2.59132, 1.23464, -4.26976], [-0.21793, 0.85630, -5.20177], [-0.59470, 1.84301, -5.78857], [0.80038, 0.55596, -5.95693], [-0.81428, -0.06319, -5.27344], [-1.50060, 1.58250, -3.29832], [-2.33248, 2.15799, -0.95001], [-1.13749, 2.05572, 0.25733], [-1.38299, 3.55965, -0.55390]], "atomic_forces_ev_per_a": [[-2.421, -6.984, -1.530], [-2.222, 2.247, 0.518], [-0.673, -1.672, -5.198], [-2.605, -0.393, 1.306], [5.775, 4.130, 5.028], [-0.764, -1.532, -0.881], [9.063, -1.686, 1.926], [-1.176, 0.732, -1.122], [-4.351, 0.432, 1.119], [1.280, 5.291, -0.819], [-1.828, -10.801, -4.542], [-1.844, 0.875, 1.930], [4.251, 6.315, 0.741], [-0.940, -7.918, -8.014], [0.179, 3.248, 5.480], [3.783, -5.294, 5.592], [1.582, 0.822, -0.770], [-0.626, 0.289, 0.604], [-8.535, 8.502, -12.118], [0.528, -6.654, 2.449], [2.253, 11.831, -1.472], [0.362, -12.558, 6.443], [-0.535, 0.196, 1.035], [9.009, -13.041, -7.143], [-10.454, 4.863, -2.786], [0.898, -0.992, -0.360], [4.574, 6.093, 2.939], [-0.589, -1.408, -2.296], [-0.643, -3.433, 0.613], [0.731, -1.277, -0.422], [-2.277, -0.289, -1.420], [0.992, 0.003, 1.132], [3.172, -1.056, -1.096], [-4.618, 7.278, 9.805], [1.149, 2.704, 0.638], [-2.010, 1.331, -2.706], [-0.559, 6.989, 6.610], [2.286, -0.510, -0.725], [-0.968, -1.163, -0.703], [-1.163, -1.180, -0.876], [2.562, 0.798, -5.174], [0.174, -2.575, 1.414], [-2.942, 0.802, 2.132], [-0.381, 0.764, 0.153], [-1.658, -0.138, 0.685], [1.712, 0.975, 0.204], [0.427, 0.139, 1.253], [0.042, 4.906, 0.427]], "e_tot_ev": -40469.8150, "e_above_lowest_ev": 19.649, "smiles": "Cc1cc(C)cc(OCc2nnc(SCC(=O)N3CCCCC3)o2)c1", "e_homo_ev": -7.89, "orbital_gap_ev": 8.234, "lumo_ev": 0.3}

# 3
{"formula": "C18H23N3O3S", "method": "ωB97M-V/def2-TZVPD", "species": ["C", "N", "S", "O", "O", "C", "C", "C", "C", "C", "C", "C", "C", "N", "C", "H", "H", "H", "H", "H", "H", "C", "C", "O", "N", "H", "C", "C", "C", "C", "C", "C", "H", "H", "H", "H", "H", "H", "H", "H", "H", "H", "H", "H", "H", "H", "H", "H"], "xyz": [[0.30288, -2.55507, 1.38463], [0.49179, -2.17254, 0.00127], [0.97793, -0.57079, -0.18803], [0.49554, 0.22839, 0.89841], [0.64856, -0.16810, -1.52872], [2.76292, -0.74628, -0.07691], [3.37986, -1.96185, -0.01657], [4.78199, -2.03883, 0.04472], [5.54126, -0.90082, 0.03729], [4.93015, 0.36641, -0.04260], [5.64667, 1.58190, -0.07277], [4.95758, 2.75981, -0.16737], [3.55105, 2.71661, -0.23513], [2.85647, 1.61585, -0.20565], [3.50962, 0.44714, -0.10652], [2.97890, 3.63114, -0.31794], [5.46921, 3.70938, -0.19368], [6.72668, 1.56171, -0.02354], [6.61952, -0.95575, 0.08571], [5.25325, -3.00850, 0.09687], [2.78533, -2.86102, -0.01910], [-0.51697, -2.66488, -0.91987], [-1.92019, -2.15167, -0.55823], [-2.76633, -2.86899, -0.06027], [-2.08780, -0.85104, -0.83475], [-1.29836, -0.32500, -1.18775], [-3.22805, -0.07958, -0.37665], [-3.50238, 1.04823, -1.36728], [-4.66657, 1.91296, -0.89282], [-4.37219, 2.48717, 0.48922], [-4.11883, 1.35972, 1.48449], [-2.95820, 0.48469, 1.02233], [-2.03011, 1.06054, 0.99976], [-2.81663, -0.34507, 1.71769], [-3.89625, 1.77354, 2.46981], [-5.01940, 0.74727, 1.57312], [-3.48912, 3.12724, 0.43522], [-5.21225, 3.09913, 0.82470], [-5.57410, 1.30658, -0.84773], [-4.83889, 2.72162, -1.60611], [-2.60222, 1.66182, -1.45358], [-3.72087, 0.62703, -2.35068], [-4.07987, -0.76792, -0.33288], [-0.51643, -3.75759, -0.88024], [-0.23339, -2.32583, -1.91648], [-0.67153, -2.24491, 1.77076], [0.38973, -3.63876, 1.46933], [1.08007, -2.07510, 1.97450]], "atomic_forces_ev_per_a": [[0.000, -0.001, 0.417], [0.385, 0.987, -0.223], [0.286, -0.548, 0.163], [0.164, -0.259, 0.131], [0.093, -0.200, -0.190], [-0.602, -0.218, -0.031], [-0.191, 0.030, 0.018], [0.280, 0.157, 0.017], [-0.051, -0.227, 0.001], [-0.536, 0.065, -0.020], [-0.169, 0.197, -0.019], [0.254, -0.235, 0.028], [0.006, 0.044, 0.000], [-0.358, 0.329, -0.076], [0.854, 0.043, 0.080], [0.007, 0.142, -0.009], [0.038, 0.068, -0.003], [0.073, 0.020, 0.002], [0.096, -0.035, 0.004], [0.044, -0.064, 0.006], [-0.042, -0.081, -0.007], [-0.187, 0.008, -0.307], [0.336, -0.181, -0.311], [-0.189, -0.253, 0.207], [-0.145, 0.391, -0.088], [-0.113, -0.109, -0.121], [0.054, 0.041, 0.123], [-0.315, -0.226, 0.041], [0.290, 0.199, -0.004], [-0.305, -0.170, 0.043], [0.246, 0.161, -0.013], [-0.317, -0.153, -0.020], [0.039, 0.013, -0.003], [0.096, -0.030, -0.004], [-0.070, -0.049, 0.053], [-0.074, -0.016, 0.068], [0.042, 0.097, 0.008], [0.045, 0.081, 0.007], [-0.083, -0.006, -0.037], [-0.077, -0.038, -0.031], [0.087, 0.066, -0.057], [0.088, -0.011, -0.033], [0.055, 0.125, -0.021], [-0.037, 0.157, 0.013], [-0.124, -0.167, -0.035], [0.024, -0.007, 0.036], [0.023, 0.005, -0.007], [-0.017, -0.142, 0.206]], "e_tot_ev": -40487.8727, "e_above_lowest_ev": 1.591, "smiles": "CN(CC(=O)NC1CCCCC1)S(=O)(=O)c1cccc2cccnc12", "e_homo_ev": -9.12, "orbital_gap_ev": 8.763, "lumo_ev": -0.4}

# 4
{"formula": "C18H23N3O7S", "method": "ωB97M-V/def2-TZVPD", "species": ["C", "H", "O", "C", "O", "C", "H", "H", "H", "C", "N", "C", "O", "C", "C", "N", "C", "C", "C", "C", "C", "C", "C", "O", "H", "S", "O", "O", "N", "C", "H", "C", "H", "O", "C", "H", "C", "H", "H", "H", "H", "H", "H", "H", "H", "H", "H", "H", "H", "H", "H", "H"], "xyz": [[-4.59308, -2.21778, 1.53063], [-5.57591, -2.68905, 1.45161], [-4.60094, -0.92791, 0.95522], [-4.89888, -0.90648, -0.39851], [-6.22281, -1.35370, -0.59305], [-6.50259, -1.86714, -1.87027], [-7.51069, -2.27304, -1.81647], [-5.79972, -2.66498, -2.14090], [-6.46853, -1.08988, -2.64114], [-4.70297, 0.53957, -0.88634], [-3.31930, 0.91816, -0.82036], [-2.89041, 1.96708, -0.09965], [-3.62102, 2.78021, 0.43875], [-1.39699, 2.10986, -0.02836], [-0.93968, 3.19581, 0.65127], [0.36791, 3.47051, 0.82465], [1.33945, 2.66285, 0.29974], [2.69637, 2.96886, 0.46931], [3.65767, 2.14416, -0.06738], [3.27759, 1.01299, -0.78191], [1.95370, 0.70529, -0.97055], [0.95721, 1.51932, -0.42340], [-0.46158, 1.16229, -0.61113], [-0.77756, 0.13625, -1.20928], [1.66492, -0.15610, -1.55308], [4.55487, -0.06489, -1.44881], [4.03938, -0.69187, -2.62578], [5.76596, 0.69742, -1.51754], [4.81232, -1.26547, -0.33653], [3.82898, -2.31362, -0.19331], [3.26986, -2.36552, -1.12634], [2.90725, -2.04831, 1.00270], [2.28723, -2.92142, 1.21067], [3.65307, -1.81378, 2.17921], [4.52148, -0.71220, 2.03344], [5.04905, -0.61780, 2.98399], [5.50968, -0.94098, 0.88459], [6.11409, -0.05623, 0.68945], [6.16742, -1.78053, 1.13598], [3.93512, 0.20258, 1.84934], [2.25787, -1.18365, 0.79758], [4.36145, -3.25874, -0.03763], [4.70939, 2.36017, 0.03341], [2.97626, 3.85588, 1.01847], [0.64804, 4.29300, 1.34108], [-1.65881, 3.87898, 1.08264], [-2.61408, 0.27972, -1.18233], [-5.07334, 0.62508, -1.91365], [-5.26794, 1.21045, -0.23530], [-4.20888, -1.58189, -0.95639], [-4.33362, -2.07799, 2.57716], [-3.84424, -2.85555, 1.04451]], "atomic_forces_ev_per_a": [[-0.043, -0.076, -0.040], [0.068, 0.001, 0.037], [-0.125, 0.189, -0.203], [0.275, 0.167, -0.236], [0.158, 0.264, 0.365], [0.035, -0.032, -0.105], [0.027, -0.021, -0.114], [-0.041, 0.011, -0.011], [-0.023, -0.050, -0.017], [-0.399, -0.243, 0.213], [0.064, -0.370, -0.139], [0.237, -0.037, -0.187], [-0.193, 0.237, 0.220], [0.000, 0.042, 0.071], [-0.248, -0.205, -0.120], [-0.045, 0.323, 0.184], [0.288, -0.535, -0.329], [0.048, -0.088, -0.017], [-0.066, 0.229, 0.103], [0.388, -0.428, -0.414], [-0.042, 0.074, -0.044], [0.274, 0.134, 0.097], [-0.001, 0.191, 0.135], [0.129, -0.086, -0.076], [-0.112, -0.081, -0.048], [0.105, -0.217, 0.167], [-0.326, -0.060, 0.121], [-0.084, 0.156, 0.277], [-0.024, 0.692, -0.824], [-0.568, -0.267, 0.165], [-0.078, -0.224, 0.067], [-0.028, -0.096, -0.242], [-0.027, 0.073, -0.106], [0.058, -0.172, 0.113], [0.233, 0.109, -0.090], [0.007, 0.095, -0.083], [0.076, 0.280, 0.594], [0.126, -0.060, 0.205], [-0.012, 0.089, -0.041], [0.078, -0.096, 0.074], [0.041, -0.145, 0.052], [-0.051, 0.066, -0.062], [0.103, 0.127, 0.061], [0.059, 0.094, 0.051], [-0.121, -0.155, -0.100], [-0.001, 0.028, 0.028], [0.035, 0.214, 0.094], [-0.050, -0.001, 0.117], [-0.033, -0.108, -0.143], [-0.167, 0.052, 0.142], [0.011, -0.092, -0.003], [-0.017, 0.009, 0.038]], "e_tot_ev": -48676.9591, "e_above_lowest_ev": 1.622, "smiles": "COC(CNC(=O)c1c[nH]c2ccc(S(=O)(=O)N3CCOCC3)cc2c1=O)OC", "e_homo_ev": -8.98, "orbital_gap_ev": 8.667, "lumo_ev": -0.3}